This record from OMol25 describes the molecule C4H8OS. The level of theory is ωB97M-V/def2-TZVPD.

Computed properties:
- Orbital gap (alpha / beta): 7.464 / 7.850 eV
- LUMO energy (alpha / beta): 0.539 / 0.752 eV
- Energy above the lowest of the compared OMol25 structures with the same formula, charge and spin: 104.3 kcal/mol
- HOMO level (alpha / beta): -6.93 / -7.10 eV

Geometry (Å):
C: -1.57 -0.44 -0.35
C: 1.02 -0.76 0.20
C: -2.93 0.12 0.13
C: 2.74 0.79 -0.02
O: 2.40 -0.59 0.02
S: -0.15 0.42 -0.14
H: -1.30 -1.55 -0.38
H: 0.59 -1.82 0.14
H: -3.60 -0.26 -0.53
H: -2.81 1.25 0.10
H: -3.27 -0.38 1.01
H: 2.19 1.28 -0.79
H: 3.72 0.63 -0.37
H: 2.96 1.32 0.97

natural (NBO) population analysis, charges in e, atoms 1 to 5: C -0.5386; C -0.1866; C -0.6322; C -0.2831; O -0.4932